(1)
Below is the ion C7H15NO4PS with charge -1 in a non-equilibrium geometry, with properties calculated with ωB97M-V/def2-TZVPD.

ORCA input file:
```
! wB97M-V def2-TZVPD RIJCOSX def2/J DEFGRID3
* xyz -1 1
N -1.46 -0.48 1.86
C -1.54 0.05 0.52
C -1.34 1.55 0.46
O -1.46 2.07 -0.82
S -0.40 -0.85 -0.54
C 1.21 -0.40 0.28
C 1.92 0.74 -0.47
C 3.22 0.15 -1.03
C 2.98 -1.36 -1.03
C 2.18 -1.58 0.25
P -3.42 -0.32 -0.28
O -3.55 0.36 -1.60
O -3.74 -1.75 -0.06
O -4.27 0.59 0.82
H -2.13 0.03 2.44
H -1.79 -1.44 1.82
H -0.34 1.82 0.83
H -2.07 2.01 1.15
H -2.17 1.55 -1.27
H 0.92 -0.13 1.29
H 2.12 1.59 0.19
H 1.28 1.09 -1.28
H 4.06 0.38 -0.36
H 3.46 0.53 -2.02
H 2.35 -1.63 -1.88
H 3.90 -1.94 -1.06
H 1.66 -2.53 0.27
H 2.84 -1.53 1.12
H -4.41 1.43 0.38
*
```

Summary:
Kohn-Sham gap ... 8.073 eV
Calculated total energy ... -37311.379 eV
SMILES ... N[C@@](CO)(SC1CCCC1)[P@@](=O)([O-])O

***

(2)
Below is the ion C7H15N2Si with charge +1 in a non-equilibrium geometry, with properties calculated with ωB97M-V/def2-TZVPD.

ORCA input file:
```
! wB97M-V def2-TZVPD RIJCOSX def2/J DEFGRID3
* xyz 1 1
C 3.29 -0.37 1.86
C 2.41 0.04 0.62
C 3.15 -0.45 -0.63
C 1.25 0.75 0.66
Si 0.33 1.62 -0.76
C -1.70 0.61 -0.66
N -2.82 0.57 -1.40
C -3.86 -0.35 -0.81
C -3.09 -1.06 0.22
N -1.72 -0.47 0.12
H 2.76 -0.66 2.77
H 3.89 -1.24 1.60
H 3.95 0.38 2.16
H 3.05 0.18 -1.54
H 2.73 -1.48 -0.87
H 4.30 -0.43 -0.52
H 0.68 1.03 1.50
H -0.05 2.99 -0.38
H 1.01 1.39 -2.05
H -3.09 1.38 -2.04
H -4.31 -1.03 -1.54
H -4.57 0.38 -0.39
H -3.40 -0.79 1.33
H -3.21 -2.15 0.11
H -1.00 -0.84 0.65
*
```

Summary:
Kohn-Sham gap ... 9.953 eV
Calculated total energy ... -18351.894 eV
SMILES ... CC(C)=C[SiH2]C1=[NH+]CCN1

***

(3)
Below is a structure of composition C5H8N2O in a non-equilibrium geometry, with properties calculated with ωB97M-V/def2-TZVPD.

ORCA input file:
```
! wB97M-V def2-TZVPD RIJCOSX def2/J DEFGRID3
* xyz 0 1
C -0.28 -0.65 0.17
C 0.93 -0.73 -0.80
C 1.11 0.69 -0.22
C 0.61 0.11 1.14
C -1.04 0.53 -0.44
H -1.17 -1.71 1.47
H 0.76 -0.89 -1.84
H 1.68 -1.40 -0.33
H 2.13 1.19 -0.32
H 0.21 0.74 1.91
H 1.36 -0.60 1.57
H -0.18 2.31 -1.16
H -2.80 -0.03 -0.35
N -0.02 1.42 -0.71
N -2.26 0.77 -0.64
O -1.03 -1.76 0.53
*
```

Summary:
Kohn-Sham gap ... 9.445 eV
Calculated total energy ... -10340.793 eV

***

(4)
Below is a cluster of 2 separate species, C7H15NO in total in a non-equilibrium geometry, with properties calculated with ωB97M-V/def2-TZVPD.

ORCA input file:
```
! wB97M-V def2-TZVPD RIJCOSX def2/J DEFGRID3
* xyz 0 1
C -1.38 1.07 -1.34
C -0.85 0.64 0.02
O -1.19 1.24 1.02
C 0.96 0.30 -0.05
C 1.27 -0.17 1.33
C 1.56 1.66 -0.38
N 1.23 -0.67 -1.05
H -1.19 0.30 -2.08
H -2.45 1.24 -1.28
H -0.93 2.01 -1.66
H 0.46 -0.89 1.64
H 1.26 0.65 2.04
H 2.21 -0.72 1.38
H 1.32 1.97 -1.40
H 2.65 1.62 -0.29
H 1.17 2.42 0.30
H 1.63 -1.55 -0.74
H 1.07 -0.37 -2.00
C -1.58 -1.36 0.19
C -1.19 -2.00 1.34
H -1.25 -1.78 -0.76
H -2.59 -0.95 0.17
H -0.48 -2.81 1.32
H -1.69 -1.82 2.27
*
```

Summary:
Kohn-Sham gap ... 7.694 eV
Calculated total energy ... -11036.846 eV
SMILES ... CC(=O)C(C)(C)N.C=C

***

(5)
Below is a cluster of 3 separate species, C3H13NO3 in total in a non-equilibrium geometry, with properties calculated with ωB97M-V/def2-TZVPD.

ORCA input file:
```
! wB97M-V def2-TZVPD RIJCOSX def2/J DEFGRID3
* xyz 0 1
C 1.52 -2.26 -0.50
N 0.79 -1.01 -0.45
C 0.80 -0.04 -1.47
C -0.45 0.83 -1.57
O -0.61 1.76 -0.52
H 1.47 -2.75 0.48
H 2.57 -2.06 -0.72
H 1.13 -2.97 -1.25
H -0.12 -1.21 -0.05
H 1.74 0.55 -1.53
H 0.84 -0.45 -2.50
H -0.35 1.36 -2.53
H -1.26 0.08 -1.57
H 0.17 1.63 0.05
O 0.93 0.36 1.98
H 1.18 -0.36 1.34
H 0.60 -0.09 2.76
O -2.72 0.40 1.83
H -3.18 1.03 2.40
H -2.20 1.01 1.28
*
```

Summary:
Kohn-Sham gap ... 9.905 eV
Calculated total energy ... -10953.738 eV
SMILES ... CNCCO.O.O

***

(6)
Below is an isolated molecule of C4H9NO in a non-equilibrium geometry, with properties calculated with ωB97M-V/def2-TZVPD.

ORCA input file:
```
! wB97M-V def2-TZVPD RIJCOSX def2/J DEFGRID3
* xyz 0 1
C 0.61 0.38 -1.57
N -0.64 0.78 -0.78
C -0.55 0.15 0.57
C -0.36 -1.28 0.69
C 0.48 0.94 1.39
O 0.43 1.02 2.60
H 1.45 -0.39 -1.12
H 0.23 -0.08 -2.55
H 1.12 1.22 -2.05
H -1.46 0.55 -1.33
H -1.50 0.43 1.19
H -0.34 -1.67 1.68
H -1.21 -1.90 0.33
H 0.60 -1.71 0.35
H 1.16 1.56 0.58
*
```

Summary:
Kohn-Sham gap ... 10.172 eV
Calculated total energy ... -7829.332 eV
SMILES ... CN[C@@H](C)C=O